Record 1
{
  "formula": "C2H26CdF6NO17S2",
  "method": "ωB97M-V with the def2-TZVPD basis set",
  "lumo_energy_ev": [-8.94, -13.05],
  "spin_multiplicity": 2,
  "s_squared": 0.757,
  "charge": 2,
  "symbols": ["Cd", "C", "F", "F", "F", "S", "O", "O", "N", "S", "O", "O", "C", "F", "F", "F", "O", "H", "H", "O", "H", "H", "O", "H", "H", "O", "H", "H", "O", "H", "H", "O", "H", "H", "O", "H", "H", "O", "H", "H", "O", "H", "H", "O", "H", "H", "O", "H", "H", "O", "H", "H", "O", "H", "H"],
  "coordinates": [[27.340, -5.717, 10.995], [31.117, -6.057, 12.929], [32.453, -5.706, 12.950], [30.953, -7.352, 12.537], [30.652, -6.035, 14.262], [30.146, -4.691, 11.866], [29.331, -4.063, 12.866], [31.108, -3.772, 11.347], [29.242, -5.533, 10.657], [30.348, -5.881, 9.608], [30.400, -4.882, 8.562], [31.664, -6.212, 10.084], [29.799, -7.539, 8.760], [29.330, -8.389, 9.692], [28.868, -7.209, 7.800], [30.948, -8.221, 8.311], [26.376, -7.586, 10.747], [26.690, -8.450, 11.014], [25.443, -7.713, 10.573], [31.242, -3.182, 6.234], [30.847, -3.866, 5.693], [30.819, -3.277, 7.087], [27.114, -7.592, 5.413], [28.030, -7.613, 5.134], [27.028, -6.769, 5.893], [29.701, -7.557, 4.938], [30.349, -7.020, 5.396], [30.057, -8.444, 4.973], [27.339, -10.107, 11.290], [26.881, -10.925, 11.487], [28.117, -10.379, 10.804], [31.784, -7.510, 16.195], [31.075, -7.242, 15.611], [31.850, -6.800, 16.834], [31.632, -1.494, 9.935], [32.315, -1.558, 9.267], [31.827, -2.203, 10.547], [30.802, -4.868, 16.981], [31.126, -3.994, 16.763], [29.861, -4.823, 16.814], [35.199, -6.755, 11.816], [34.255, -6.649, 11.936], [35.570, -6.602, 12.685], [31.062, -1.093, 13.727], [30.687, -1.755, 13.147], [30.575, -0.294, 13.526], [33.945, -5.270, 15.968], [34.751, -5.746, 15.766], [33.307, -5.598, 15.334], [27.576, -6.699, 12.852], [27.425, -7.644, 12.886], [27.565, -6.422, 13.768], [33.428, -4.427, 7.460], [32.783, -3.935, 7.969], [34.233, -4.370, 7.975]]
}

***

Record 2
{
  "formula": "C7H15N3O4P",
  "method": "ωB97M-V with the def2-TZVPD basis set",
  "lumo_energy_ev": -3.02,
  "smiles": "[H]/N=C1\\COO[N@H+]1[P@](N)(=O)OC1CCCC1",
  "spin_multiplicity": 1,
  "charge": 1,
  "symbols": ["H", "N", "C", "C", "O", "O", "N", "P", "N", "O", "O", "C", "C", "C", "C", "C", "H", "H", "H", "H", "H", "H", "H", "H", "H", "H", "H", "H", "H", "H"],
  "coordinates": [[-3.513, -3.062, -2.119], [-2.707, -2.407, -2.345], [-2.612, -1.390, -1.656], [-3.336, -0.783, -0.500], [-2.455, 0.353, -0.116], [-2.060, 0.795, -1.402], [-1.580, -0.353, -2.006], [0.259, -0.613, -1.198], [0.910, -0.590, -2.657], [0.130, -1.818, -0.533], [0.651, 0.801, -0.661], [0.802, 1.383, 0.660], [2.282, 1.721, 0.963], [2.643, 1.022, 2.303], [1.820, -0.098, 2.394], [0.437, 0.438, 1.821], [-4.336, -0.563, -0.892], [-3.570, -1.291, 0.384], [-1.501, -0.247, -2.977], [1.215, 0.264, -3.118], [1.246, -1.455, -3.050], [0.161, 2.283, 0.620], [2.570, 2.757, 1.035], [2.962, 1.308, 0.186], [2.411, 1.630, 3.187], [3.647, 0.611, 2.341], [2.232, -0.960, 1.737], [1.505, -0.421, 3.394], [-0.256, -0.369, 1.605], [0.043, 1.057, 2.602]]
}

***

Q: Which formula does entry 2 have?
A: C7H15N3O4P